Molecular formula: C58H36MnN12O3P2Se2
Method: DFT, ωB97M-V/def2-TZVPD

Values from the calculation:
E_LUMO (spin up / spin down) = 3.668 / 3.002 eV
expectation value of S² = 8.86
multiplicity = 6
charge = -2
HOMO level (spin up / spin down) = -1.286 / -1.653 eV
relative energy (zero: lowest compared OMol25 entry of this formula, charge and spin) = 0.0 kJ/mol

Geometry as XYZ:
```
114
Properties=species:S:1:pos:R:3:mulliken_spin:R:1
Mn 2.707 -1.833 0.223 3.850
C 0.946 -7.850 -1.440 0.010
C -0.279 -7.474 -0.879 -0.009
C -0.406 -6.286 -0.172 0.016
C 0.722 -5.493 -0.047 0.001
C 0.923 -4.181 0.581 -0.004
N 0.026 -3.608 1.307 0.014
C 0.230 -2.381 1.810 0.231
C -0.622 -1.796 2.795 0.033
C -1.771 -2.270 3.439 0.006
C -2.319 -1.491 4.433 0.034
C -1.732 -0.256 4.798 0.036
C -0.628 0.235 4.138 0.000
C -0.078 -0.544 3.111 0.044
C 1.072 -0.377 2.282 0.231
N 1.796 0.747 2.267 0.034
C 2.904 0.822 1.592 -0.002
N 3.575 -0.190 0.959 0.076
C 4.788 0.307 0.503 -0.075
N 5.796 -0.364 0.062 0.081
C 5.718 -1.701 -0.124 0.095
N 4.579 -2.460 -0.216 0.001
C 4.942 -3.758 -0.433 0.126
N 4.120 -4.821 -0.649 0.059
C 2.877 -4.762 -0.341 -0.037
N 2.217 -3.766 0.355 0.078
C 1.931 -5.858 -0.611 -0.017
C 2.069 -7.042 -1.315 -0.006
C 6.357 -3.845 -0.475 0.019
C 7.237 -4.935 -0.591 0.002
C 8.586 -4.691 -0.503 0.011
C 9.082 -3.376 -0.301 0.027
C 8.233 -2.304 -0.189 -0.016
C 6.849 -2.539 -0.281 0.030
C 4.845 1.738 0.795 -0.028
C 5.790 2.709 0.495 -0.011
C 5.544 4.002 0.927 0.008
C 4.382 4.315 1.646 -0.014
C 3.440 3.342 1.937 0.017
C 3.689 2.051 1.495 -0.022
N 1.241 -1.502 1.514 -0.042
H 1.012 -8.778 -1.996 0.001
H -1.143 -8.115 -1.010 0.000
H -1.351 -5.965 0.249 0.001
H -2.201 -3.220 3.147 0.003
H -3.213 -1.824 4.947 0.004
H -2.163 0.310 5.616 0.000
H -0.183 1.186 4.408 0.003
H 3.018 -7.307 -1.764 0.000
H 6.847 -5.936 -0.730 0.002
H 9.287 -5.514 -0.580 0.002
H 10.154 -3.225 -0.226 0.003
H 8.603 -1.299 -0.022 0.002
H 6.673 2.456 -0.079 -0.001
H 6.251 4.791 0.696 0.000
H 4.212 5.337 1.966 -0.001
H 2.528 3.574 2.472 0.001
Se -5.777 -1.485 -1.102 0.000
P -4.477 0.149 -0.748 -0.001
C -4.823 1.418 -2.014 0.000
C -5.429 2.644 -1.771 0.000
C -5.712 3.508 -2.823 0.000
C -5.405 3.145 -4.125 0.000
C -4.822 1.908 -4.378 0.000
C -4.534 1.051 -3.330 0.000
C -4.854 0.892 0.868 0.002
C -6.162 1.312 1.127 0.001
C -6.495 1.832 2.367 0.000
C -5.527 1.917 3.365 0.003
C -4.240 1.466 3.122 -0.002
C -3.901 0.948 1.876 0.000
C -2.730 -0.221 -0.791 0.000
C -1.492 0.458 -0.845 -0.006
N -0.538 -0.490 -0.891 0.020
N -1.134 -1.672 -0.856 0.003
N -2.445 -1.541 -0.797 -0.001
P -0.945 2.162 -0.914 -0.001
Se 1.130 2.476 -0.921 -0.001
C -1.575 2.846 -2.484 0.001
C -1.459 2.015 -3.598 0.000
C -1.632 2.527 -4.874 0.000
C -1.935 3.871 -5.051 0.000
C -2.048 4.704 -3.946 0.000
C -1.850 4.199 -2.667 0.000
C -1.737 3.033 0.480 0.000
C -2.935 3.730 0.376 -0.001
C -3.449 4.416 1.471 0.000
C -2.769 4.399 2.680 0.000
C -1.584 3.682 2.796 0.005
C -1.065 3.005 1.703 0.004
H -5.690 2.930 -0.761 0.000
H -6.170 4.470 -2.621 0.000
H -5.616 3.825 -4.943 0.000
H -4.588 1.616 -5.394 0.000
H -4.085 0.082 -3.520 0.000
H -6.915 1.201 0.355 0.000
H -7.510 2.157 2.562 0.000
H -5.784 2.325 4.337 0.000
H -3.486 1.514 3.898 -0.003
H -2.893 0.585 1.695 0.002
H -1.198 0.971 -3.458 0.000
H -1.515 1.876 -5.732 0.000
H -2.067 4.272 -6.050 0.000
H -2.265 5.758 -4.079 0.000
H -1.880 4.868 -1.817 0.000
H -3.468 3.741 -0.562 0.000
H -4.385 4.955 1.378 0.000
H -3.169 4.934 3.533 0.000
H -1.057 3.651 3.743 -0.002
H -0.132 2.450 1.789 -0.007
O 1.926 -2.521 -1.984 0.033
N 2.119 -1.365 -2.441 -0.003
O 1.803 -1.046 -3.575 0.011
O 2.661 -0.540 -1.648 0.037
```

---

Molecular formula: C13H22N2O2P
Method: DFT, ωB97M-V/def2-TZVPD

Values from the calculation:
E_LUMO = 2.237 eV
charge = -1
HOMO level = -3.146 eV

Geometry as XYZ:
```
40
Properties=species:S:1:pos:R:3:mulliken_charge:R:1
C 3.769 -3.188 0.285 -0.682
C 4.236 -2.106 -0.420 -0.236
C 4.027 -0.730 0.117 -0.585
P 3.680 0.608 -1.153 0.355
N 2.091 1.124 -0.407 -0.489
C 0.925 0.326 -0.761 -0.825
C 0.205 -0.323 0.436 -0.252
C -0.526 -1.610 0.011 -0.458
C -1.874 -1.793 0.714 -1.215
C 5.277 0.198 -2.132 0.378
O 5.128 0.246 -3.373 -0.737
O 6.324 -0.045 -1.479 -0.700
H 2.695 -3.230 0.464 0.185
H 4.411 -3.940 0.728 0.254
H 4.731 -2.214 -1.381 0.319
H 3.225 -0.794 0.860 0.368
H 4.940 -0.464 0.651 0.390
H 4.207 1.893 -0.867 -0.058
H 2.950 0.438 -2.367 0.012
H 2.154 1.246 0.598 0.322
H 1.179 -0.472 -1.466 0.433
H 0.191 0.982 -1.247 0.119
H -0.560 0.349 0.832 0.281
H 0.928 -0.554 1.222 0.344
H -0.743 -1.530 -1.058 0.376
H 0.114 -2.486 0.130 0.162
H -1.816 -1.687 1.797 0.339
H -2.272 -2.779 0.461 0.396
H -2.575 -1.079 0.280 0.233
N -4.356 0.866 0.299 -0.354
C -4.030 2.091 -0.106 -0.172
C -4.715 3.235 0.277 -0.508
C -5.801 3.099 1.126 -0.140
C -6.153 1.830 1.557 -0.522
C -5.399 0.752 1.117 -0.114
H -3.175 2.154 -0.771 0.368
H -4.402 4.205 -0.083 0.353
H -6.362 3.967 1.448 0.361
H -6.992 1.675 2.222 0.344
H -5.638 -0.257 1.436 0.355
```

---

Molecular formula: C2H3O3S
Method: DFT, ωB97M-V/def2-TZVPD

Values from the calculation:
E_LUMO (spin up / spin down) = 4.021 / 4.060 eV
charge = -1
HOMO level (spin up / spin down) = -3.194 / -3.164 eV
relative energy (zero: lowest compared OMol25 entry of this formula, charge and spin) = 486.3 kJ/mol

Geometry as XYZ:
```
9
Properties=species:S:1:pos:R:3:mulliken_charge:R:1
C 0.082 0.945 0.383 -0.296
C 1.395 -0.860 -0.358 -0.510
O -1.387 -0.941 -0.272 -0.668
O -2.536 1.197 0.225 -0.637
O 1.126 0.123 0.425 -0.235
S -1.447 0.504 -0.562 0.380
H 0.071 1.737 1.076 0.454
H 0.487 -1.201 -0.968 0.301
H 2.209 -1.503 0.051 0.210
```